The following is a quantum chemistry calculation of a single C4H9NO molecule at a distorted geometry, from OMol25.

XYZ file:
```
15
Properties=species:S:1:pos:R:3:mulliken_charge:R:1
C 1.0206 -1.1062 -0.0565 -1.391
C -0.1047 -0.6254 -0.9628 0.246
N -1.3882 -0.4389 -0.2681 -0.645
C -0.5618 0.7279 -0.5770 -0.102
C 0.1828 1.2511 0.6628 -0.715
O -0.0362 0.4505 1.8598 -0.616
H 1.9739 -0.7754 -0.5013 0.305
H 0.8583 -0.7029 0.9968 0.471
H 1.0298 -2.1842 0.0571 0.371
H -0.1774 -0.9491 -2.0099 0.413
H -2.1654 -0.4944 -0.9185 0.256
H -0.9513 1.4442 -1.3074 0.419
H -0.1253 2.2398 0.9639 0.353
H 1.2589 1.2849 0.3813 0.261
H -0.8139 -0.1219 1.6798 0.371
```

- 2S+1: 1
- Structure (SMILES): C[C@H]1N[C@H]1CO
- HOMO: -9.61 eV
- Gap between HOMO and LUMO: 10.60 eV
- Energy relative to the best compared isomer or geometry (same formula, charge and spin): 62.23 kcal/mol